The following is a quantum chemistry calculation of 2 unconnected molecules or ions with the total composition C5H10N6, from the OMol25 dataset.

Output
Spin multiplicity ... 1
LUMO (alpha / beta) ... -11.68 / -7.30 eV
Max |F| ... 3.7 eV/A
DFT total energy ... -14265.0992 eV
Charge ... +2
Energy relative to the best compared isomer or geometry (same formula, charge and spin) ... 637.8 kJ/mol

Structure (XYZ):
```
21
Properties=species:S:1:pos:R:3:forces:R:3
C 1.269265 0.855568 0.754189 -1.4678 -1.7027 1.8503
C 0.677599 0.223104 2.039066 2.5739 2.0514 -0.5098
C -0.355119 -0.300695 -0.249168 2.9909 1.2486 1.7771
C -2.024709 -1.298786 0.721158 -2.1009 -0.2778 -0.3614
C -1.782795 -1.908242 3.038678 0.4257 2.2073 1.5749
N 0.693581 0.455943 -0.338954 -2.6384 -1.1115 -1.2683
N -1.478893 -0.815402 -0.381411 -0.2044 0.3190 -1.0649
N -0.111667 -0.725791 1.796546 -2.0845 -1.5414 -2.4037
N 1.288258 0.615684 3.166802 -0.7810 -0.7541 1.0540
N -1.354846 -1.217153 1.835055 1.3314 -0.6204 1.5575
N 1.660021 2.125739 -7.771375 2.5682 -0.6561 -1.3694
H 2.161779 1.399031 0.765250 1.0967 0.8980 -0.1556
H -3.099012 -1.643920 0.800516 1.6353 0.0880 -0.4835
H -2.659498 -2.471586 2.857658 -0.4075 -1.1023 -0.1077
H -0.939748 -2.312231 3.620348 -0.4145 -0.6374 -0.9357
H -2.081527 -1.070713 3.659878 -0.4568 0.0230 0.5964
H 1.916869 1.383110 3.056485 0.4002 0.2737 0.4183
H 1.134421 0.211696 4.117136 0.0824 0.6128 -1.4316
H 0.660150 2.264346 -7.736513 -0.6050 -0.1771 -0.0415
H 2.280087 2.830307 -7.303380 -0.5776 -0.7089 -0.3180
H 2.145785 1.399991 -8.447963 -1.3663 1.5679 1.6228
```
Positions in Å, forces in eV/Å.

=====

The following is a quantum chemistry calculation of 2 unconnected molecules or ions with the total composition C3H8O, from the OMol25 dataset.

Output
Spin multiplicity ... 1
LUMO ... 0.96 eV
Max |F| ... 2.4 eV/A
DFT total energy ... -5285.4423 eV
Charge ... 0
Energy relative to the best compared isomer or geometry (same formula, charge and spin) ... 261.3 kJ/mol

Structure (XYZ):
```
12
Properties=species:S:1:pos:R:3:forces:R:3
H -1.721873 -0.991861 0.177311 -0.7335 -0.3700 0.1447
H -1.552450 -1.464792 -0.378398 -1.0106 0.0643 0.5552
C 0.329734 1.110853 0.935883 0.2637 -0.0555 -0.1855
C 0.023041 0.360743 -0.357192 1.2205 0.3558 -1.1320
C 0.421835 -1.020392 -0.629412 -0.5729 -0.9769 0.3516
O -0.078155 -1.713608 -1.492510 0.8889 -0.1857 0.0628
H 1.162555 0.652718 1.477014 -0.0060 0.1050 -0.0787
H -0.515955 1.175787 1.639710 0.1159 -0.3193 -0.5076
H 0.592713 2.141032 0.681912 0.0937 -0.1072 0.1677
H -0.880695 0.707800 -0.866618 0.3603 -0.3283 -0.0676
H 0.914258 0.358785 -1.153785 -0.7258 2.1057 0.7932
H 1.304992 -1.317065 -0.033916 0.1057 -0.2880 -0.1039
```
Positions in Å, forces in eV/Å.

=====

The following is a quantum chemistry calculation of a molecular structure, C43H63BCoFN8O4Si, from the OMol25 dataset.

Output
Spin multiplicity ... 2
LUMO (alpha / beta) ... 1.37 / 1.37 eV
Max |F| ... 2.8 eV/A
DFT total energy ... -114629.6138 eV
Charge ... -1
Expectation value of S² ... 0.97

Structure (XYZ):
```
122
Properties=species:S:1:pos:R:3:forces:R:3
Co -0.396545 0.720343 0.124762 0.3037 0.1008 -0.6661
C 1.771139 2.528926 3.008172 -0.1011 0.1006 -0.2757
C 2.472233 2.703797 1.661213 -0.1333 0.0478 0.1760
C 3.779939 3.482465 1.820786 -0.2747 -0.0991 -0.1500
C 2.705558 1.376197 1.004675 0.0628 -0.1932 -0.2253
C 3.941243 0.742636 0.861271 -0.0650 -0.2037 -0.1162
C 3.701525 -0.404937 0.131676 0.3477 0.3608 0.3136
C 4.785868 -1.372693 -0.247834 -0.0953 -0.2184 -0.1935
C 5.053706 -1.448928 -1.755021 0.0249 0.0737 0.1696
C 4.551881 -2.759350 0.348986 0.1294 0.2353 -0.0098
N 2.375991 -0.446823 -0.127161 0.5200 -0.2866 0.0456
N 1.773761 0.632154 0.409069 -0.8718 0.4693 0.5130
B 1.613423 -1.387628 -1.083470 -0.4075 0.2881 0.1347
N 0.511264 -2.168116 -0.344429 0.0687 -0.5566 -0.0995
N -0.418126 -1.465509 0.333483 -0.3389 0.6908 0.3270
C -1.250513 -2.324078 0.915929 0.4282 -0.1279 -0.2088
C -0.862145 -3.618630 0.581862 0.1697 0.1645 -0.1241
C 0.261703 -3.491548 -0.213859 -0.5030 -0.3207 0.1261
C 0.967570 -4.739089 -0.680041 0.3125 -0.0419 -0.0455
C 1.845531 -4.654765 -1.922472 -0.1350 -0.0570 0.1259
C 1.727894 -5.342867 0.510158 -0.1572 -0.0818 -0.1616
C -2.349084 -1.963809 1.856261 0.0160 0.0373 0.0265
C -1.827581 -2.140681 3.286294 -0.1019 0.1939 -0.1583
C -3.581046 -2.842665 1.643075 0.1494 0.2076 -0.0518
N 1.000447 -0.492024 -2.189230 0.2429 -0.3332 -0.4707
N 0.323208 0.623383 -1.865458 -0.6919 0.4233 0.5973
C 0.130743 1.327688 -2.980398 -0.0825 -0.1555 0.0667
C 0.682084 0.632800 -4.058121 0.1230 -0.1826 0.1000
C 1.227928 -0.518578 -3.520199 -0.0063 0.1837 -0.1459
C 1.849334 -1.651231 -4.278421 -0.0327 -0.0288 -0.0397
C 0.734982 -2.525533 -4.864642 0.1981 -0.0181 0.1634
C 2.778392 -1.150102 -5.386665 -0.0270 -0.0899 0.2649
C -0.484396 2.691627 -3.014963 0.0469 0.1308 0.0940
C -1.119386 3.018307 -4.365584 0.0456 -0.1614 0.2371
C 0.589335 3.735418 -2.682798 -0.1444 -0.1290 0.0538
H 1.603521 3.493462 3.484137 0.0002 0.1340 0.0854
H 2.364495 1.909316 3.677513 0.1519 -0.0799 0.1051
H 0.813680 2.046327 2.842669 -0.0091 -0.0054 0.0993
H 1.811938 3.279351 1.011644 -0.0146 0.0089 0.0032
H 4.430735 3.002539 2.548578 0.1264 -0.0579 0.0776
H 3.563360 4.487724 2.175185 -0.0057 0.0992 0.0713
H 4.306695 3.560398 0.871388 0.1090 0.0233 -0.0507
H 4.891629 1.069563 1.231765 0.2044 0.0630 0.0330
H 5.695771 -0.965682 0.209184 -0.1495 0.0340 -0.0189
H 4.333733 -2.082974 -2.259155 -0.1441 -0.1015 -0.1022
H 6.046733 -1.860787 -1.928849 0.0891 -0.0490 -0.0626
H 5.002374 -0.458428 -2.199317 0.0411 0.1142 -0.1080
H 3.561059 -3.109020 0.088817 -0.1141 -0.1133 -0.0729
H 4.624519 -2.721523 1.433374 -0.0341 -0.0554 0.1273
H 5.290634 -3.463712 -0.030035 0.0563 -0.1371 -0.0012
H 2.375540 -2.131640 -1.565625 0.2330 -0.2741 -0.1285
H -1.330827 -4.537320 0.871453 -0.0910 -0.2310 0.0679
H 0.155436 -5.438779 -0.921689 0.0738 0.1553 0.0446
H 2.782207 -4.147853 -1.719961 0.1447 0.0858 -0.0372
H 1.321207 -4.130821 -2.714204 0.0300 0.0893 -0.1805
H 2.079502 -5.659086 -2.273662 0.0131 -0.1036 -0.0108
H 2.500547 -4.667862 0.866435 0.0749 0.0448 0.0441
H 2.191412 -6.285841 0.227328 0.1134 -0.1369 -0.0408
H 1.039292 -5.531419 1.330372 0.0069 -0.0075 0.1005
H -2.616323 -0.920672 1.688395 -0.0447 0.0675 0.0362
H -1.621463 -3.191012 3.492897 0.0064 -0.1032 -0.0197
H -2.560195 -1.781369 4.003961 -0.1161 0.0500 0.1747
H -0.909404 -1.579391 3.420781 0.0995 0.0209 0.0362
H -3.373921 -3.873977 1.924838 0.0124 -0.1307 0.0152
H -3.892204 -2.824704 0.602334 -0.1193 -0.0275 -0.1086
H -4.399755 -2.479712 2.259671 -0.1332 0.0118 0.0543
H 0.687805 0.932876 -5.086245 -0.0057 0.0444 -0.2166
H 2.438387 -2.257772 -3.589789 -0.0169 0.0087 0.0258
H 0.172616 -1.969687 -5.611904 -0.0731 0.0618 -0.0715
H 0.045819 -2.834073 -4.082197 -0.1367 -0.0478 0.0476
H 1.155684 -3.415368 -5.328539 0.0171 -0.1370 -0.1161
H 2.219694 -0.628890 -6.161018 -0.0546 0.0831 -0.0729
H 3.296759 -1.989142 -5.848013 0.0183 -0.0802 -0.0874
H 3.524212 -0.471287 -4.980434 0.0897 0.0993 -0.0061
H -1.269436 2.726476 -2.260351 0.0830 -0.0224 -0.0088
H -0.360737 3.132723 -5.137380 0.1032 0.0148 -0.1376
H -1.671412 3.953820 -4.288008 -0.0438 0.0543 -0.0462
H -1.804963 2.231058 -4.666922 -0.1103 -0.0100 -0.1050
H 1.348192 3.757356 -3.465123 0.0536 0.0164 -0.1134
H 1.081053 3.489659 -1.746397 0.0453 0.0568 0.1151
H 0.136811 4.722997 -2.602232 0.0136 0.1135 0.0353
C -4.982895 -0.008038 -0.156587 0.4838 0.0102 -0.3154
Si -3.449527 0.301635 -1.276883 0.0512 0.0552 -0.6137
C -4.077249 1.091574 -2.928036 0.1858 -0.1443 0.6843
C -2.671643 -1.308896 -1.929628 -0.3656 0.4484 0.4562
N -2.239174 1.292562 -0.519749 0.1612 -0.6625 0.0177
C -2.533846 2.585329 -0.242429 0.1180 0.0976 -0.0267
C -3.816350 3.167060 -0.324975 0.1934 0.0177 0.1021
C -4.022213 4.520785 -0.177324 -0.0914 0.2028 -0.0798
C -2.976299 5.390948 0.090205 -0.0642 0.1077 0.0502
C -1.702217 4.862270 0.233210 0.0973 -0.2014 0.0181
C -1.522530 3.511003 0.075989 -0.1590 0.1095 0.0509
F -0.240493 3.020996 0.188959 -0.0768 0.1125 -0.0172
H -5.296009 -1.047235 -0.158196 -0.0160 -0.2741 -0.0814
H -5.846396 0.580472 -0.462186 -0.0489 0.1310 -0.1237
H -4.746202 0.262354 0.869054 0.1316 0.0923 0.1783
H -4.948640 0.555552 -3.291896 -0.2555 -0.1889 -0.0286
H -3.315014 1.010387 -3.696530 0.2456 -0.0902 -0.0799
H -4.345442 2.139658 -2.848186 -0.0513 0.2203 0.0794
H -3.310838 -1.754230 -2.685888 -0.2496 -0.0259 -0.1722
H -2.500282 -2.046281 -1.160580 0.0505 -0.2722 0.1912
H -1.715454 -1.092760 -2.389838 0.3061 0.1546 -0.1394
H -4.656640 2.520232 -0.495687 -0.2265 -0.0905 -0.0775
H -5.022966 4.911659 -0.298442 -0.1172 0.0347 0.0766
H -3.148058 6.450718 0.195746 -0.0003 0.1060 0.0202
H -0.843100 5.479924 0.449426 0.0883 0.0726 0.0308
O -2.938046 1.362668 2.414769 -0.1607 -0.0458 0.5377
C -1.790184 1.157439 2.799731 -0.2565 0.1471 -0.8341
O -0.769206 0.942616 2.066646 0.3523 -0.2837 0.0219
C -1.498617 1.144791 4.284904 0.1486 0.0674 0.4157
C -0.333223 0.559660 4.783821 -0.2520 0.0768 -0.2200
C -0.092431 0.518709 6.136417 -0.1153 0.1018 0.7156
C -1.003371 1.106189 7.020900 -0.3835 0.0331 -2.2858
C -2.162055 1.719308 6.528452 0.2850 -0.1706 0.6569
C -2.408299 1.718159 5.174092 0.1221 -0.1226 -0.3893
N -0.745653 1.074279 8.402902 0.5051 0.0083 2.7640
O 0.301165 0.540428 8.803293 -1.1804 0.5765 -0.4399
O -1.572672 1.587554 9.172350 0.8755 -0.5600 -0.8150
H 0.370472 0.122564 4.092270 0.0348 0.0105 -0.0731
H 0.779641 0.035214 6.549826 0.0718 0.0194 -0.0766
H -2.848148 2.168943 7.230902 -0.0258 0.0129 -0.0286
H -3.310168 2.151802 4.766599 -0.0256 0.0395 -0.0179
```
Positions in Å, forces in eV/Å.

=====

The following is a quantum chemistry calculation of 2 unconnected molecules or ions with the total composition C11H9IN2O, from the OMol25 dataset.

Output
Spin multiplicity ... 1
LUMO (alpha / beta) ... -1.08 / -1.87 eV
Max |F| ... 4.3 eV/A
DFT total energy ... -24677.6890 eV
Charge ... 0

Structure (XYZ):
```
24
Properties=species:S:1:pos:R:3:forces:R:3
C -1.697039 -0.342910 3.123317 -0.2266 -0.9447 -1.0900
C -0.436349 0.185002 3.291844 1.1361 2.5109 0.4456
C -2.151055 -0.715556 1.825560 0.7707 -0.0526 -0.6326
C 0.249524 0.669828 2.176117 0.1263 -0.3667 -1.3741
C -1.373685 -0.350103 0.691759 -0.3569 -0.4230 2.2792
C 0.129877 0.074073 -3.636548 -0.7395 -1.2427 -2.1536
C -0.287012 -0.177685 -2.383423 0.0188 0.8822 -0.6541
C 1.407758 1.339296 -2.517847 -2.8225 -2.3001 2.3718
C -0.198853 0.410394 0.820416 -0.4215 -0.0423 0.9513
C 2.122864 -1.168214 -0.477950 -0.0064 -0.4236 -2.0784
C 0.541047 0.932568 -0.294272 -0.2809 -1.6224 1.3760
N 1.174663 0.934544 -3.668790 0.4552 0.2469 -3.7172
N 0.500029 0.675525 -1.618304 -0.3587 0.8581 0.1188
O 2.153083 -1.536384 -1.583466 0.1964 0.7728 1.9591
I 1.777913 -2.625063 1.257515 -0.0431 -0.4538 0.6067
H -2.223804 -0.474282 4.038841 -0.8429 -0.5773 0.2237
H -0.056146 0.521266 4.330738 -0.6941 -0.9217 -1.8214
H -3.026336 -1.381330 1.598056 0.7394 1.0313 0.7418
H 1.182981 1.225266 2.266026 -0.1699 -0.1482 0.2277
H -1.675018 -0.725330 -0.243270 -0.4291 -0.1547 -0.9521
H -0.290032 -0.341155 -4.584821 0.5254 0.3560 1.1127
H -1.155611 -0.789814 -2.193780 0.3601 0.2195 0.8878
H 2.158496 1.951087 -2.193006 1.6571 1.5040 0.9703
H 1.172705 1.708977 -0.024710 1.4066 1.2919 0.2009
```
Positions in Å, forces in eV/Å.